(1)
C2H22O16V as an isolated structure in a non-equilibrium geometry, computed with ωB97M-V with the def2-TZVPD basis set.

Output
E_tot in eV: -60880.6671
Spin multiplicity: 4
<S²>: 3.755

```
41
C2H22O16V (ωB97M-V with the def2-TZVPD basis set)
V 2.43 0.83 0.02
C 0.11 -0.11 0.60
O 1.12 -0.51 1.12
O -1.08 -0.62 0.97
O 0.14 0.84 -0.20
H -0.84 -1.29 1.62
C 4.99 0.35 0.39
O 4.55 1.41 0.06
O 6.27 0.04 0.49
O 4.06 -0.45 0.70
H 6.82 0.78 0.46
O -2.35 -0.08 -1.35
H -1.88 -0.07 -0.53
H -3.29 -0.11 -1.20
O 0.21 0.72 -2.88
H -0.34 0.02 -2.96
H -0.04 0.90 -1.98
O -3.49 1.50 1.58
H -2.56 1.73 1.65
H -3.80 2.06 0.85
O 0.39 -1.84 -1.75
H 0.82 -2.03 -0.94
H -0.38 -2.39 -1.74
O -2.39 2.81 -0.90
H -3.05 3.17 -1.50
H -2.43 1.92 -1.25
O -2.28 -3.47 1.11
H -2.46 -4.26 0.56
H -1.35 -3.49 1.11
O 2.22 -3.04 0.37
H 2.07 -2.42 1.02
H 1.41 -3.60 0.30
O -1.90 -2.83 -1.67
H -1.95 -1.91 -1.93
H -2.21 -2.76 -0.76
O -1.03 2.97 1.71
H -1.12 3.96 1.62
H -0.97 2.62 0.86
O 1.99 2.48 1.45
H 2.44 3.34 1.15
H 1.17 2.83 1.78
```

natural (NBO) atomic charge list, values in e, 5 entries:
1 V 1.48
2 C 0.97
3 O -0.77
4 O -0.70
5 O -0.81

=====

(2)
C6H10O as an isolated structure, computed with ωB97M-V with the def2-TZVPD basis set.

Output
E_tot in eV: -8430.2033
Energy above the lowest of the compared OMol25 structures with the same formula, charge and spin in kJ/mol: 100.1

```
17
C6H10O (ωB97M-V with the def2-TZVPD basis set)
C 1.63 -0.95 -0.05
C 0.37 -0.11 -0.04
C -0.60 0.18 -1.24
C -1.57 0.44 -0.07
C -0.87 -0.70 0.67
O -1.02 1.61 0.56
C 0.38 1.30 0.57
H 2.55 -0.38 0.12
H 1.74 -1.51 -0.99
H 1.55 -1.69 0.75
H -0.39 1.04 -1.89
H -0.84 -0.71 -1.82
H -2.65 0.54 -0.16
H -1.11 -1.70 0.27
H -0.88 -0.70 1.76
H 0.93 2.02 -0.05
H 0.78 1.33 1.60
```

natural (NBO) atomic charge list, values in e, 5 entries:
1 C -0.62
2 C -0.06
3 C -0.42
4 C 0.09
5 C -0.42

=====

(3)
A 12-piece molecular cluster, C27H61N7O28S overall in a non-equilibrium geometry, computed with ωB97M-V with the def2-TZVPD basis set.

Output
E_tot in eV: -107563.3975
Structure (SMILES): C[N+](=O)[O-].C[N+](=O)[O-].C[N+](=O)[O-].C[N+](=O)[O-].C[N+](=O)[O-].C[N+](=O)[O-].C[N+](=O)[O-].O=S1(=O)CCCC1.CCOC(=O)OC.CCOC(=O)OC.CCOC(=O)OC.CCOC(=O)OC

```
124
C27H61N7O28S (ωB97M-V with the def2-TZVPD basis set)
C 2.82 -2.52 1.77
N 2.69 -1.29 2.67
O 3.49 -0.37 2.46
O 1.86 -1.35 3.61
H 3.75 -2.94 2.05
H 2.98 -2.18 0.74
H 1.96 -3.14 1.90
C 5.16 2.02 1.66
N 5.68 2.40 3.03
O 5.12 3.29 3.60
O 6.65 1.75 3.39
H 5.91 1.30 1.30
H 5.12 2.92 1.09
H 4.18 1.51 1.78
C -3.27 -3.46 4.07
N -1.87 -3.85 3.65
O -1.12 -4.18 4.51
O -1.66 -3.80 2.45
H -3.37 -2.34 3.97
H -3.23 -3.65 5.16
H -3.99 -3.94 3.44
C -5.18 1.56 -2.11
N -5.75 0.30 -2.79
O -5.10 -0.20 -3.63
O -6.74 -0.21 -2.34
H -4.19 1.64 -2.49
H -5.14 1.28 -1.05
H -5.87 2.38 -2.36
C -0.44 4.25 -3.54
N -1.20 4.97 -2.51
O -0.63 5.79 -1.83
O -2.38 4.66 -2.53
H -0.78 4.55 -4.56
H -0.64 3.13 -3.32
H 0.65 4.52 -3.45
C -0.94 -6.16 0.55
N 0.17 -5.72 -0.19
O 0.29 -6.06 -1.35
O 0.99 -5.03 0.35
H -0.66 -7.20 0.78
H -1.80 -6.23 -0.11
H -1.17 -5.53 1.42
C -5.00 -2.55 -1.48
N -4.19 -3.53 -0.61
O -4.80 -4.26 0.11
O -2.99 -3.44 -0.63
H -6.03 -2.59 -1.16
H -4.96 -2.84 -2.54
H -4.51 -1.59 -1.37
O -0.83 0.62 -3.18
S -1.17 0.03 -1.90
O -2.57 -0.01 -1.50
C -0.41 -1.54 -1.88
C -0.34 -1.76 -0.31
C 0.32 -0.44 0.25
C -0.29 0.72 -0.51
H 0.63 -1.38 -2.24
H -1.03 -2.19 -2.49
H -1.32 -1.91 0.17
H 0.35 -2.65 -0.03
H 1.39 -0.46 0.19
H 0.02 -0.38 1.35
H 0.46 1.45 -0.83
H -1.06 1.25 0.03
C -2.50 5.29 1.55
C -2.26 3.81 1.88
O -1.24 3.61 2.86
C -0.11 3.14 2.39
O 0.14 3.02 1.22
O 0.61 2.74 3.40
C 1.97 2.37 3.05
H -1.54 5.82 1.61
H -3.16 5.71 2.25
H -2.98 5.33 0.56
H -1.95 3.24 0.97
H -3.19 3.24 2.33
H 2.01 1.97 2.04
H 2.22 1.63 3.81
H 2.76 3.17 3.19
C -2.25 0.87 6.67
C -1.69 0.78 5.21
O -2.89 0.31 4.53
C -2.90 0.37 3.23
O -1.96 0.77 2.54
O -4.08 0.00 2.74
C -4.14 0.06 1.31
H -3.04 1.61 6.82
H -1.46 1.07 7.34
H -2.68 -0.05 7.03
H -0.91 0.06 5.13
H -1.32 1.72 4.81
H -5.07 -0.47 1.11
H -3.20 -0.33 0.89
H -4.29 1.07 1.01
C 2.15 0.56 -4.89
C 2.82 1.01 -3.63
O 2.80 2.44 -3.48
C 2.96 2.87 -2.21
O 3.08 2.24 -1.20
O 2.84 4.19 -2.26
C 2.89 4.90 -1.01
H 2.17 -0.56 -4.83
H 2.92 0.76 -5.68
H 1.24 1.11 -5.15
H 3.85 0.77 -3.63
H 2.41 0.64 -2.64
H 3.87 5.32 -0.94
H 2.55 4.16 -0.27
H 2.18 5.69 -1.13
C 1.53 -3.89 -3.94
C 2.98 -4.02 -4.35
O 3.87 -3.76 -3.21
C 4.23 -2.46 -3.12
O 3.82 -1.55 -3.74
O 5.30 -2.45 -2.28
C 5.93 -1.12 -2.27
H 1.34 -4.57 -3.12
H 0.97 -4.13 -4.85
H 1.41 -2.87 -3.64
H 3.30 -3.35 -5.18
H 3.24 -4.94 -4.76
H 6.51 -0.94 -1.37
H 5.22 -0.30 -2.34
H 6.70 -1.12 -3.02
```

Mulliken atomic charge list, values in e, 5 entries:
1 C -0.80
2 N 0.96
3 O -0.50
4 O -0.53
5 H 0.40

=====

(4)
A 19-piece molecular cluster, C47H57F14N5O52 overall in a non-equilibrium geometry, computed with ωB97M-V with the def2-TZVPD basis set.

Output
E_tot in eV: -201617.9008

```
175
C47H57F14N5O52 (ωB97M-V with the def2-TZVPD basis set)
C -0.44 -4.60 4.18
N -1.39 -4.61 3.02
O -2.52 -4.24 3.18
O -0.97 -4.95 1.94
H -0.22 -3.52 4.33
H 0.46 -5.09 3.97
H -0.96 -4.91 5.10
C -1.71 3.22 3.54
N -2.48 3.81 2.48
O -1.95 4.64 1.76
O -3.63 3.58 2.38
H -1.47 4.00 4.25
H -0.81 2.81 3.09
H -2.35 2.42 3.90
C -2.21 -6.07 -1.14
N -1.11 -7.12 -0.90
O -1.34 -8.20 -1.27
O -0.12 -6.76 -0.31
H -1.68 -5.30 -1.70
H -2.59 -5.70 -0.19
H -3.00 -6.55 -1.68
C 5.89 -4.32 -1.40
N 5.10 -3.71 -2.45
O 4.02 -4.19 -2.60
O 5.52 -2.77 -3.10
H 5.56 -3.89 -0.45
H 6.93 -3.99 -1.54
H 5.80 -5.40 -1.36
C -3.48 -1.51 1.00
N -4.98 -1.68 1.05
O -5.56 -1.44 2.10
O -5.47 -2.03 0.00
H -3.14 -1.10 1.96
H -3.41 -0.78 0.19
H -3.11 -2.49 0.70
C -5.69 -1.38 5.52
C -4.23 -1.37 5.92
O -4.06 -0.12 6.54
C -4.93 0.70 5.95
O -4.83 1.92 5.93
O -5.97 0.05 5.33
F -3.42 -1.38 4.77
H -6.52 -1.75 6.13
H -5.75 -1.77 4.50
H -3.92 -2.10 6.56
C -3.69 2.78 -2.82
C -3.37 2.90 -1.26
O -2.33 3.86 -1.25
C -2.01 4.30 -2.52
O -1.16 5.07 -2.76
O -2.77 3.67 -3.44
F -2.75 1.70 -0.92
H -4.74 3.11 -2.97
H -3.53 1.77 -3.15
H -4.17 3.12 -0.52
C 5.04 -1.19 -6.48
C 5.56 0.23 -6.68
O 4.47 1.01 -6.25
C 3.34 0.27 -6.39
O 2.21 0.77 -6.52
O 3.58 -1.04 -6.47
F 5.77 0.41 -8.03
H 5.32 -1.66 -5.56
H 5.35 -1.78 -7.34
H 6.45 0.41 -6.11
C 2.68 -6.22 0.01
C 2.16 -6.12 1.53
O 3.23 -5.52 2.24
C 4.31 -5.51 1.44
O 5.36 -5.11 1.87
O 4.11 -6.02 0.23
F 1.95 -7.42 2.11
H 2.29 -5.45 -0.64
H 2.61 -7.20 -0.37
H 1.20 -5.62 1.63
C 1.62 4.00 -4.91
C 0.22 3.35 -5.08
O 0.30 2.28 -4.13
C 1.56 2.11 -3.68
O 1.86 1.24 -2.94
O 2.37 3.15 -4.07
F -0.07 2.82 -6.32
H 1.53 5.00 -4.54
H 1.97 3.89 -5.94
H -0.65 3.99 -4.79
C -3.59 7.13 0.44
C -2.40 8.02 0.08
O -1.54 7.85 1.12
C -2.27 7.39 2.23
O -1.78 7.32 3.29
O -3.49 7.15 1.89
F -2.79 9.34 0.05
H -3.48 6.09 0.14
H -4.57 7.53 0.11
H -1.94 7.71 -0.87
C 0.94 4.79 0.63
C 1.62 5.76 1.58
O 2.85 5.17 1.83
C 2.71 3.79 1.72
O 3.46 2.99 2.10
O 1.62 3.53 0.96
F 0.86 5.85 2.76
H 1.20 5.05 -0.39
H -0.11 4.73 0.80
H 1.76 6.75 1.23
C 4.07 1.93 -0.92
C 5.27 1.51 -1.82
O 5.03 0.21 -2.16
C 4.13 -0.34 -1.29
O 3.90 -1.51 -1.09
O 3.48 0.65 -0.62
F 6.40 1.55 -1.02
H 3.35 2.63 -1.42
H 4.48 2.34 -0.01
H 5.49 2.06 -2.72
C 4.35 -0.45 3.10
C 4.63 -1.79 2.27
O 3.62 -2.64 2.64
C 3.14 -2.22 3.83
O 2.34 -2.77 4.51
O 3.57 -0.97 4.16
F 5.86 -2.31 2.54
H 3.78 0.24 2.53
H 5.26 -0.06 3.52
H 4.58 -1.65 1.19
C 0.81 -0.91 -0.36
C 0.07 -1.63 0.73
O -0.88 -0.63 1.30
C -0.42 0.54 0.87
O -0.76 1.59 1.34
O 0.60 0.48 -0.05
F 0.90 -1.94 1.80
H 0.46 -1.14 -1.36
H 1.84 -1.11 -0.35
H -0.44 -2.51 0.38
C -1.99 -0.59 -5.05
C -2.12 -2.14 -5.13
O -2.16 -2.56 -3.84
C -1.97 -1.48 -3.03
O -1.74 -1.68 -1.83
O -1.90 -0.37 -3.66
F -1.05 -2.73 -5.76
H -2.85 -0.10 -5.46
H -1.07 -0.35 -5.57
H -3.05 -2.37 -5.68
C 1.85 -2.58 -3.63
C 2.00 -3.22 -5.06
O 1.34 -4.44 -4.91
C 1.00 -4.63 -3.61
O 0.53 -5.68 -3.17
O 1.20 -3.54 -2.85
F 3.32 -3.43 -5.31
H 1.28 -1.62 -3.70
H 2.85 -2.42 -3.26
H 1.57 -2.63 -5.89
C -6.50 3.10 3.03
C -6.70 2.04 1.91
O -6.13 2.58 0.75
C -6.06 3.95 0.95
O -5.70 4.70 0.05
O -6.43 4.27 2.20
F -8.03 1.83 1.57
H -5.64 2.90 3.69
H -7.46 2.95 3.53
H -6.28 1.07 2.08
C 1.29 -0.01 6.00
C 0.32 -0.06 4.78
O -0.31 1.17 4.84
C -0.19 1.68 6.11
O -0.76 2.64 6.41
O 0.68 0.97 6.83
F -0.55 -1.15 4.90
H 2.31 0.24 5.74
H 1.24 -0.92 6.57
H 0.91 -0.20 3.88
```

Mulliken atomic charge list, values in e, 5 entries:
1 C -0.58
2 N 0.89
3 O -0.56
4 O -0.33
5 H 0.07

=====

Question: Among the records above, which one has the lowest E_tot?
Answer: C47H57F14N5O52

=====

Question: Which of these has the highest E_tot?
Answer: C6H10O